[1]
Entry from the OMol25 dataset: a molecular structure, C11H16ClO3PtRu at a distorted geometry (wB97M-V/def2-TZVPD).

Last column: Löwdin charge in e.
Positions of all 33 atoms, in Å:
Ru: 1.1486 -0.8489 -1.7535  1.03
Cl: 3.3676 -1.1151 -1.4308  -0.21
C: 0.9668 0.5085 -3.1575  -0.40
H: -0.0704 0.8268 -3.4038  -0.04
H: 1.4750 0.2328 -4.0831  -0.02
H: 1.5362 1.3352 -2.6783  0.00
Pt: -1.5337 -0.3172 -2.1358  0.71
C: -3.4320 -1.0484 -2.3007  -0.32
C: -0.4822 -2.0189 -2.7886  -0.47
C: -2.5324 1.3555 -1.6334  -0.29
H: -0.6604 -1.8778 -3.8546  -0.02
H: 0.5890 -2.3740 -2.8280  -0.05
H: -1.0816 -2.8002 -2.2995  -0.02
H: -4.1459 -0.3669 -1.8121  -0.04
H: -3.6327 -1.1321 -3.3818  -0.03
H: -3.5367 -2.0514 -1.8548  -0.02
H: -1.9348 2.2465 -1.9427  -0.07
H: -2.6922 1.3248 -0.5198  -0.05
O: 1.0209 -1.7477 2.9955  0.00
C: 1.1729 -0.4332 3.1999  -0.31
C: 1.4775 -0.0149 4.5160  -0.10
C: 1.5683 1.3388 4.7930  -0.21
C: 1.3513 2.2698 3.7555  -0.17
C: 1.0335 1.8535 2.4563  -0.10
C: 0.9235 0.5001 2.1626  -0.14
C: 0.6265 -0.0233 0.7978  -0.63
O: 0.9154 0.7167 -0.2116  -0.21
O: 0.2647 -1.2473 0.6422  -0.16
H: 0.6400 -1.8932 2.0718  0.07
H: 1.5987 -0.7633 5.2971  0.08
H: 1.7774 1.6748 5.8166  0.06
H: 1.4111 3.3462 3.9372  0.06
H: 0.8702 2.5438 1.6289  0.09

## Properties
Charge   -2
Highest occupied orbital energy (alpha / beta)   2.6 / -1.3 eV
LUMO level (alpha / beta)   4.65 / 4.53 eV
E_tot   -1328.58999 Ha
Multiplicity   8
Energy above the lowest of the compared OMol25 structures with the same formula, charge and spin   0.000 eV



[2]
Entry from the OMol25 dataset: a molecular structure, C22H39N5OPtS at a distorted geometry (wB97M-V/def2-TZVPD).

Last column: Löwdin charge in e.
Positions of all 69 atoms, in Å:
Pt: -0.3787 -0.0681 0.9153  0.91
C: 0.7187 1.6168 3.4234  -0.21
C: -0.7729 2.0054 3.5996  -0.20
N: -1.5422 1.7516 2.3966  -0.11
C: -2.0213 2.9163 1.6759  -0.20
C: -1.8139 2.7706 0.1617  -0.24
N: -0.5188 2.2083 -0.1722  -0.14
C: 0.6414 3.0596 0.0090  -0.18
C: 1.2012 3.0084 1.4499  -0.19
N: 1.1265 1.6774 2.0309  -0.13
H: 0.8531 0.5803 3.7440  0.11
H: 1.3338 2.2642 4.0740  0.11
H: -0.8401 3.0649 3.8810  0.11
H: -1.1555 1.4239 4.4435  0.12
H: -2.2846 1.0881 2.5751  0.08
H: -1.4792 3.8018 2.0188  0.10
H: -3.0920 3.1040 1.8484  0.12
H: -1.9736 3.7616 -0.2958  0.12
H: -2.5685 2.0879 -0.2319  0.04
H: -0.5447 1.8679 -1.1257  0.08
H: 0.4169 4.1147 -0.2272  0.12
H: 1.4204 2.7126 -0.6758  0.10
H: 0.6242 3.6882 2.0753  0.10
H: 2.2337 3.3861 1.4249  0.12
H: 1.9944 1.1683 1.9042  0.09
C: -3.5716 -1.8611 2.9376  -0.12
O: -2.4683 -0.9903 2.8157  -0.30
C: -1.2844 -1.4384 2.2736  -0.46
C: -1.0542 -2.9218 2.3495  -0.17
H: -3.7321 -2.4165 2.0094  0.07
H: -4.4468 -1.2405 3.1420  0.09
H: -3.4356 -2.5651 3.7648  0.08
H: -1.2432 -3.2874 3.3677  0.06
H: -0.0244 -3.1548 2.0902  0.05
H: -1.7187 -3.4868 1.6819  0.05
S: -2.6707 -0.4220 -0.4768  0.73
C: -2.6470 -1.7734 -1.4620  -0.78
N: -1.5610 -2.5102 -1.8425  0.04
C: -1.9681 -3.7192 -2.5242  -0.14
C: -3.5115 -3.6479 -2.5179  -0.15
N: -3.7725 -2.2975 -2.0595  0.00
H: -0.7156 -2.4493 -1.2928  0.10
H: -1.6003 -4.6176 -2.0198  0.12
H: -1.5769 -3.7158 -3.5491  0.12
H: -3.9467 -4.4006 -1.8461  0.12
H: -3.9339 -3.7923 -3.5165  0.11
H: -4.6704 -2.0538 -1.6753  0.13
C: 2.1365 -2.2127 -1.8013  -0.05
C: 1.8537 -0.7230 -1.4694  -0.59
C: 0.7553 -0.1804 -2.4109  -0.06
C: 1.4349 -0.6381 -0.0320  -0.20
C: 3.0994 0.1108 -1.7803  -0.19
C: 3.5484 1.0820 -0.8946  -0.05
C: 4.5738 1.9480 -1.2296  -0.09
C: 5.1819 1.8556 -2.4687  -0.10
C: 4.7728 0.8684 -3.3493  -0.09
C: 3.7452 0.0064 -3.0087  -0.04
H: 1.3637 -2.8393 -1.3610  0.06
H: 3.0911 -2.5213 -1.3816  0.09
H: 2.1492 -2.3866 -2.8756  0.07
H: -0.2266 -0.3319 -1.9674  0.01
H: 0.7855 -0.6711 -3.3804  0.08
H: 0.9001 0.8852 -2.5735  0.08
H: 2.2158 -1.0104 0.6445  0.03
H: 3.0666 1.1602 0.0680  0.07
H: 4.8827 2.7060 -0.5214  0.10
H: 5.9528 2.5590 -2.7463  0.10
H: 5.2473 0.7842 -4.3171  0.10
H: 3.4429 -0.7483 -3.7193  0.11

## Properties
Highest occupied orbital energy (alpha / beta)   -4.5 / -7.1 eV
LUMO level (alpha / beta)   0.47 / 0.39 eV
E_tot   -1727.96270 Ha
Multiplicity   5
Energy above the lowest of the compared OMol25 structures with the same formula, charge and spin   0.319 eV



[3]
Entry from the OMol25 dataset: a molecular structure, C37H48F6GeO9P3V at a distorted geometry (wB97M-V/def2-TZVPD).

Last column: Löwdin charge in e.
Positions of all 105 atoms, in Å:
V: 0.2581 -0.3083 0.1703  0.78
C: -0.0705 4.9840 0.2708  -0.05
C: -0.7503 3.8200 0.9609  -0.58
O: -1.9603 4.2060 1.5734  -0.05
P: 0.2761 3.1461 2.3349  0.48
O: 1.7178 2.9114 1.6909  -0.10
O: 0.5534 4.4258 3.2632  -0.09
O: -0.2495 2.0062 3.0976  -0.22
P: -1.1029 2.3539 -0.1020  0.44
O: -0.5192 2.6281 -1.5898  -0.14
O: -2.5534 2.1334 -0.1491  -0.22
O: -0.1995 1.2581 0.4537  -0.46
H: -0.0627 5.8416 0.9391  0.09
H: -0.5928 5.2556 -0.6460  0.09
H: 0.9566 4.7097 0.0481  0.06
H: -2.6573 3.6021 1.2600  0.08
H: 2.0603 2.0503 1.9652  0.05
H: -0.0557 4.4184 4.0005  0.08
H: -1.2773 2.7044 -2.1749  0.10
C: -4.6810 0.1585 4.2939  -0.08
C: -4.0048 0.9961 3.4244  -0.05
C: -2.9868 0.4959 2.6340  -0.07
C: -2.6562 -0.8507 2.6849  -0.29
C: -3.3518 -1.6957 3.5474  -0.10
C: -4.3555 -1.1853 4.3497  -0.08
P: -1.1694 -1.3955 1.7972  1.09
C: -1.2466 -3.2068 1.7219  -0.30
C: -2.4389 -3.8374 1.3790  -0.11
C: -2.4928 -5.2135 1.2505  -0.07
C: -1.3615 -5.9754 1.4952  -0.08
C: -0.1727 -5.3548 1.8457  -0.08
C: -0.1105 -3.9761 1.9548  -0.09
C: 0.0202 -1.2246 3.2219  -0.26
C: -0.3156 -1.5851 4.5045  -0.05
C: 0.6120 -1.5026 5.5496  -0.05
C: 1.8796 -1.0567 5.3050  -0.03
C: 2.2678 -0.6688 4.0064  -0.15
C: 3.5705 -0.1940 3.7449  -0.02
C: 3.9218 0.1832 2.4816  -0.07
C: 2.9783 0.1164 1.4350  -0.13
C: 1.6914 -0.3147 1.6402  -0.15
C: 1.3213 -0.7373 2.9411  -0.18
H: -5.4666 0.5466 4.9229  0.10
H: -4.2582 2.0435 3.3802  0.11
H: -2.4366 1.1386 1.9681  0.06
H: -3.1038 -2.7466 3.6006  0.10
H: -4.8715 -1.8390 5.0362  0.10
H: -3.3174 -3.2380 1.2016  0.10
H: -3.4183 -5.6874 0.9592  0.11
H: -1.4041 -7.0503 1.4055  0.10
H: 0.7089 -5.9480 2.0390  0.10
H: 0.8196 -3.4892 2.2207  0.11
H: -1.3145 -1.9235 4.7300  0.09
H: 0.3181 -1.8003 6.5456  0.11
H: 2.6077 -0.9940 6.1008  0.11
H: 4.2746 -0.1338 4.5628  0.11
H: 4.9161 0.5539 2.2737  0.11
H: 3.3138 0.3985 0.4414  0.06
C: 0.9570 -0.4194 -6.7783  -0.11
C: 1.8897 -1.1168 -5.7945  -0.27
C: 2.2934 -0.2059 -4.6297  -0.31
C: 1.1150 0.1245 -3.7185  -0.33
Ge: 1.7018 0.5290 -1.7871  0.97
C: 2.5921 2.3546 -1.6440  -0.33
C: 3.2279 2.7457 -2.9671  -0.30
C: 3.9406 4.0994 -2.8857  -0.26
C: 2.9704 5.2738 -2.8794  -0.10
H: 0.7862 -1.0431 -7.6523  0.07
H: 1.3984 0.5177 -7.1089  0.07
H: -0.0049 -0.2055 -6.3205  0.06
H: 2.7936 -1.4385 -6.3197  0.10
H: 1.4027 -2.0132 -5.4020  0.10
H: 2.7325 0.7100 -5.0282  0.09
H: 3.0731 -0.7079 -4.0481  0.08
H: 0.4462 -0.7388 -3.6918  0.04
H: 0.5378 0.9625 -4.1088  0.06
H: 3.0010 -0.4319 -1.7612  0.00
H: 3.3538 2.3229 -0.8649  0.06
H: 1.8448 3.0824 -1.3460  0.02
H: 2.4624 2.7868 -3.7444  0.10
H: 3.9457 1.9724 -3.2520  0.10
H: 4.6106 4.1979 -3.7429  0.10
H: 4.5539 4.1273 -1.9829  0.11
H: 2.3853 5.2867 -3.7956  0.07
H: 3.5106 6.2144 -2.8077  0.07
H: 2.2862 5.2115 -2.0386  0.05
C: -1.9657 -2.8528 -1.8299  0.04
C: -2.7213 -1.6415 -1.2397  -0.43
O: -2.3207 -1.2098 -0.0286  -0.23
C: -2.5388 -0.4746 -2.2558  -0.54
F: -3.4385 0.4944 -2.1767  0.18
F: -2.5102 -0.8567 -3.5494  0.14
F: -1.3206 0.0882 -2.0521  0.05
C: -4.2449 -1.9725 -1.2712  -0.56
F: -4.9774 -1.1592 -0.5217  0.18
F: -4.7391 -1.9200 -2.5241  0.15
F: -4.5101 -3.2197 -0.8509  0.14
H: -0.9526 -2.5441 -2.0777  0.07
H: -2.4608 -3.2181 -2.7269  0.10
H: -1.9286 -3.6488 -1.0923  0.08
C: 1.3699 -2.8421 -0.7496  -0.12
O: 0.6967 -1.7411 -0.3239  -0.43
H: 1.6107 -2.7496 -1.8202  0.10
H: 0.7772 -3.7527 -0.5932  0.10
H: 2.3094 -2.9322 -0.1820  0.12

## Properties
Highest occupied orbital energy (alpha / beta)   -7.7 / -7.7 eV
LUMO level (alpha / beta)   -1.68 / -1.86 eV
E_tot   -6760.17399 Ha



[4]
Entry from the OMol25 dataset: a gas-phase ion, C11H11FN (charge +1) at a distorted geometry (wB97M-V/def2-TZVPD).

Last column: Löwdin charge in e.
Positions of all 24 atoms, in Å:
C: 3.7570 -1.6725 0.1968  -0.04
C: 2.8586 -0.7479 -0.7690  -0.25
F: 3.6523 0.3989 -1.2001  -0.06
C: 1.4486 -0.3049 -0.1320  -0.06
C: 0.3218 0.0442 -1.1720  0.09
C: -1.1083 0.4709 -0.7162  -0.09
C: -2.2762 0.8656 -1.6947  0.01
C: -3.6968 1.2410 -1.1545  0.00
C: -3.9186 1.2217 0.3945  -0.02
C: -2.7903 0.8770 1.4270  0.01
C: -1.3680 0.5006 0.8490  -0.08
C: -0.1618 0.1418 1.7917  0.08
N: 1.1511 -0.2448 1.2860  0.09
H: 3.7575 -2.7366 -0.2635  0.10
H: 3.3396 -1.7965 1.2565  0.07
H: 4.8514 -1.3200 0.2470  0.11
H: 2.5871 -1.3906 -1.6926  0.15
H: 0.5588 -0.0260 -2.2917  0.13
H: -2.0089 0.8503 -2.8149  0.11
H: -4.5450 1.5318 -1.8673  0.11
H: -4.9310 1.5018 0.8483  0.11
H: -2.9518 0.8870 2.5629  0.11
H: -0.3928 0.1944 2.9227  0.15
H: 1.8659 -0.4871 1.9863  0.15

## Properties
SMILES string   C[C@H](F)c1cc2ccccc2c[nH+]1
Charge   +1
Highest occupied orbital energy   -12.4 eV
LUMO level   -5.24 eV
E_tot   -579.89867 Ha



[5]
Entry from the OMol25 dataset: 4 unconnected molecules or ions with the total composition C14H29BrF4O8S2 at a distorted geometry (wB97M-V/def2-TZVPD).

Last column: Löwdin charge in e.
Positions of all 58 atoms, in Å:
O: 3.1087 0.0045 2.1186  -0.27
S: 3.5895 0.5350 0.8915  0.61
O: 4.9780 0.2682 0.7719  -0.25
C: 2.8167 -0.1821 -0.5671  -0.11
C: 2.1022 0.8594 -1.4423  -0.31
F: 3.0967 1.4861 -2.1966  0.01
C: 1.3667 2.0090 -0.7142  -0.25
S: -0.4096 1.6325 -0.4782  0.72
O: -1.1509 2.7728 -0.0684  -0.27
O: -0.8693 1.2855 -1.7965  -0.29
C: -0.7643 0.1132 0.5470  -0.72
F: 0.2620 -0.4214 1.1601  0.15
F: -1.6375 0.4646 1.4735  0.15
F: -1.3831 -0.7543 -0.2163  0.17
C: 2.1074 2.6048 0.5258  -0.62
Br: 1.0808 2.5193 2.2114  0.90
O: 3.4346 2.1424 0.7143  -0.22
H: 2.1660 -1.0340 -0.3381  0.12
H: 3.6236 -0.6026 -1.1789  0.13
H: 1.4603 0.3419 -2.1651  0.15
H: 1.3325 2.8117 -1.4651  0.16
H: 2.2037 3.6790 0.3658  0.11
C: -2.1976 -0.2517 -5.5999  -0.06
C: -3.0467 -1.0742 -4.6429  -0.49
C: -4.1694 -0.2402 -4.0448  -0.06
O: -2.2253 -1.5916 -3.5972  -0.07
H: -1.7304 0.5877 -5.0768  0.08
H: -1.3912 -0.8591 -6.0143  0.08
H: -2.7968 0.1413 -6.4231  0.08
H: -3.4674 -1.9320 -5.1703  0.14
H: -3.7639 0.5994 -3.4731  0.08
H: -4.7648 -0.8397 -3.3539  0.07
H: -4.8274 0.1532 -4.8218  0.08
H: -1.8464 -0.8413 -3.1218  0.06
C: 4.0530 1.5863 5.1831  -0.05
C: 4.1237 3.0800 4.9071  -0.50
C: 4.8068 3.8210 6.0463  -0.06
O: 2.8042 3.5969 4.7215  -0.11
H: 3.4718 1.3886 6.0890  0.08
H: 3.5541 1.0682 4.3637  0.05
H: 5.0496 1.1597 5.3092  0.09
H: 4.6673 3.2560 3.9770  0.14
H: 4.2498 3.6936 6.9790  0.08
H: 4.8430 4.8920 5.8397  0.08
H: 5.8256 3.4603 6.1978  0.08
H: 2.3116 3.4475 5.5372  0.09
C: -3.2880 -4.7725 -1.7268  -0.06
C: -3.6445 -4.5796 -0.2602  -0.49
C: -4.9393 -3.7963 -0.1056  -0.06
O: -2.5853 -3.8910 0.4039  -0.06
H: -3.1386 -3.8070 -2.2200  0.07
H: -2.3536 -5.3277 -1.8231  0.08
H: -4.0730 -5.3158 -2.2564  0.08
H: -3.7439 -5.5520 0.2249  0.14
H: -4.8426 -2.7998 -0.5465  0.08
H: -5.1786 -3.6570 0.9498  0.08
H: -5.7728 -4.3104 -0.5877  0.08
H: -2.4878 -3.0285 -0.0162  0.06

## Properties
SMILES string   O=S1(=O)C[C@H](F)[C@@H](S(=O)(=O)C(F)(F)F)[C@@H](Br)O1.CC(C)O.CC(C)O.CC(C)O
Highest occupied orbital energy   -10.1 eV
LUMO level   -0.22 eV
E_tot   -4922.50545 Ha
Energy above the lowest of the compared OMol25 structures with the same formula, charge and spin   0.000 eV